8
Properties=species:S:1:pos:R:3:forces:R:3 method="wB97M-V/def2-TZVPD" e_lumo_ev="0.741 / -2.400" de_lowest_ev=0.000 gap_ev="6.89 / 8.74" multiplicity=3 s2=2.01 charge=0
C 0.21308 -2.40532 1.37430 -0.1 0.9 0.9
C 0.66272 0.68168 -0.13403 -4.6 3.9 -1.1
C 1.53409 -0.37956 -0.28440 4.6 -3.9 0.6
O 0.21421 -1.47138 2.02041 -0.1 -1.2 -0.6
Cl 0.83004 1.67898 1.18923 -0.6 0.4 0.4
Cl 2.98471 -0.32841 0.66587 -0.1 -0.3 -0.8
Cl 1.39667 -1.62149 -1.39018 -0.3 0.1 -0.3
H -0.27046 0.75630 -0.75737 1.3 0.1 0.8